No. 1
Entry from the Open Molecules 2025 dataset: C11H11NO in the gas phase (ωB97M-V/def2-TZVPD).

Results
Calculated total energy ... -15122.7411 eV
Energy relative to the best compared isomer or geometry (same formula, charge and spin) ... 21.9 kJ/mol
HOMO energy ... -8.35 eV

Positions of all 24 atoms, in Å:
O1 -1.893 2.470 -0.686
N1 0.804 0.881 0.833
C1 -1.715 -0.580 -1.403
C2 1.815 2.446 2.004
C3 -0.351 -2.482 -0.470
C4 0.702 3.034 1.364
C5 0.737 -1.567 0.102
C6 1.852 1.117 1.657
C7 0.090 2.035 0.640
C8 0.225 -0.173 0.122
C9 -0.967 -1.874 -1.731
C10 -1.032 1.731 -0.259
C11 -0.859 0.278 -0.537
H1 1.636 -1.614 -0.522
H2 -2.649 -0.805 -0.879
H3 2.510 2.949 2.648
H4 1.021 -1.886 1.108
H5 0.394 4.059 1.429
H6 2.544 0.349 1.942
H7 -1.651 -2.590 -2.189
H8 -0.173 -1.661 -2.449
H9 -1.134 -2.617 0.279
H10 0.075 -3.461 -0.694
H11 -1.980 -0.039 -2.313

=====

No. 2
Entry from the Open Molecules 2025 dataset: a gas-phase ion, C8H14N7 (charge +1) at a distorted geometry (ωB97M-V/def2-TZVPD).

Results
Calculated total energy ... -18944.1505 eV
Energy relative to the best compared isomer or geometry (same formula, charge and spin) ... 164.7 kJ/mol
Total charge ... +1
HOMO energy ... -12.23 eV

Positions of all 29 atoms, in Å:
N1 2.788 -1.406 0.325
N2 1.670 1.411 0.966
N3 -1.604 -1.243 -0.739
N4 0.827 -1.380 -1.044
N5 -4.246 0.953 0.377
N6 -0.916 -0.373 0.062
N7 0.419 1.674 -0.962
C1 -2.887 -0.953 -0.583
C2 1.999 -2.133 -0.547
C3 -3.092 0.216 0.257
C4 -1.834 0.604 0.568
C5 0.380 -0.362 -0.101
C6 1.377 2.325 -0.122
C7 2.138 -0.821 1.544
C8 1.323 0.226 0.859
H1 0.636 1.693 -1.919
H2 -0.546 1.997 -0.765
H3 2.666 -2.359 -1.396
H4 2.278 2.525 -0.705
H5 1.642 -3.069 -0.084
H6 -1.295 1.408 1.241
H7 -0.081 -1.819 -1.284
H8 -4.194 1.831 0.751
H9 -3.622 -1.611 -1.111
H10 3.698 -1.139 0.016
H11 2.809 -0.520 2.234
H12 -5.055 0.874 -0.187
H13 1.628 -1.776 1.917
H14 1.095 3.228 0.430

=====

No. 3
Entry from the Open Molecules 2025 dataset: C26H36N6O3S in the gas phase (ωB97M-V/def2-TZVPD).

Results
Calculated total energy ... -53468.0527 eV
HOMO energy ... -8.41 eV

Positions of all 72 atoms, in Å:
S1 -2.494 1.120 -2.383
O1 -4.218 3.080 -0.104
O2 -2.401 -1.402 -3.029
O3 0.887 -4.368 -2.028
N1 -0.745 -2.896 -2.548
N2 -2.024 2.892 0.418
N3 1.267 -2.183 -1.544
N4 1.578 0.029 -0.920
N5 -1.450 1.197 3.739
N6 -0.142 1.614 -1.214
C1 0.496 -3.224 -2.038
C2 -2.623 2.885 -1.895
C3 1.074 1.245 -0.815
C4 1.892 2.359 -0.234
C5 -2.197 2.683 1.835
C6 -0.475 -0.616 -1.951
C7 -1.305 -1.630 -2.554
C8 -0.925 0.706 -1.794
C9 -0.806 2.192 4.566
C10 -1.521 -3.999 -3.090
C11 0.801 -0.909 -1.466
C12 3.651 -2.118 -2.176
C13 -1.377 1.462 2.307
C14 -3.059 2.968 -0.440
C15 -1.698 0.177 1.569
C16 -2.889 -0.052 0.894
C17 2.760 1.051 1.754
C18 -3.125 -1.271 0.278
C19 4.231 1.387 -0.254
C20 -0.990 -2.063 1.014
C21 -2.182 -2.280 0.341
C22 -0.752 -0.843 1.619
C23 2.622 -2.485 -1.107
C24 -2.774 0.875 4.226
C25 3.477 -2.930 -3.454
C26 3.122 1.987 0.605
H1 -2.497 -3.607 -3.367
H2 -0.709 1.788 5.573
H3 4.517 2.075 -1.047
H4 3.637 0.843 2.361
H5 -3.653 0.708 0.841
H6 3.488 -3.995 -3.235
H7 -3.434 1.752 4.298
H8 2.810 -1.917 -0.194
H9 -1.112 2.682 0.020
H10 -1.018 -4.413 -3.964
H11 -4.051 -1.428 -0.252
H12 3.892 0.459 -0.699
H13 2.532 -2.694 -3.939
H14 5.110 1.185 0.354
H15 4.643 -2.298 -1.759
H16 -1.853 3.571 2.380
H17 -3.265 2.556 2.025
H18 -1.663 3.362 -2.073
H19 -1.362 3.139 4.631
H20 3.567 -1.054 -2.403
H21 0.169 -0.677 2.156
H22 3.495 2.926 1.034
H23 -2.677 0.440 5.221
H24 -3.232 0.139 3.570
H25 2.002 1.498 2.394
H26 2.658 -3.556 -0.900
H27 -0.249 -2.848 1.073
H28 1.217 2.981 0.360
H29 -0.321 1.690 2.101
H30 4.280 -2.709 -4.153
H31 -2.378 -3.236 -0.123
H32 -3.398 3.298 -2.538
H33 0.192 2.398 4.182
H34 -1.618 -4.783 -2.341
H35 2.217 2.977 -1.078
H36 2.378 0.112 1.363

=====

No. 4
Entry from the Open Molecules 2025 dataset: a molecular structure, C45H63BBaN6O2S3 at a distorted geometry (ωB97M-V/def2-TZVPD).

Results
Calculated total energy ... -94602.3753 eV
Energy relative to the best compared isomer or geometry (same formula, charge and spin) ... 34.6 kJ/mol
HOMO energy ... -5.93 eV

Positions of all 121 atoms, in Å:
Ba1 0.686 -0.872 0.137
S1 2.008 -3.165 -2.873
S2 0.541 1.842 -2.940
S3 -0.365 3.354 -0.295
O1 1.381 -2.528 -1.660
O2 0.626 0.709 -1.951
N1 -2.680 -2.452 0.169
N2 -1.409 -0.083 1.773
N3 -2.262 -1.039 2.201
N4 -2.956 3.679 -0.509
N5 -1.870 5.193 0.905
N6 -1.869 -2.111 -0.846
C1 1.847 -1.902 -4.166
C2 1.084 -5.053 -4.659
C3 -1.875 1.069 2.265
C4 5.778 -1.618 1.011
C5 -3.941 -2.461 -1.646
C6 0.144 -5.954 -5.131
C7 -0.363 -4.528 -2.793
C8 1.082 1.140 -4.538
C9 -1.047 -6.144 -4.438
C10 0.434 -1.352 -4.262
C11 3.126 2.146 4.676
C12 -3.923 -2.666 -0.277
C13 -3.050 6.850 2.161
C14 0.336 -0.068 -5.087
C15 -5.347 3.555 -0.920
C16 -2.948 3.143 -4.529
C17 -1.603 3.031 -4.207
C18 -3.041 5.720 1.181
C19 4.040 -3.222 0.271
C20 -3.237 -0.508 2.946
C21 -1.296 -5.438 -3.272
C22 1.112 2.674 3.251
C23 -1.787 4.144 0.054
C24 -3.035 0.857 3.017
C25 2.116 -0.610 3.230
C26 0.702 -2.370 4.350
C27 -1.192 2.010 -3.363
C28 -3.447 1.242 -3.136
C29 2.631 -1.615 2.369
C30 -2.102 1.128 -2.806
C31 -3.867 2.243 -4.001
C32 -4.177 4.193 -0.246
C33 3.376 3.023 2.401
C34 4.368 -1.733 0.410
C35 3.390 -1.033 1.336
C36 4.393 -1.069 -0.974
C37 0.381 -0.066 5.083
C38 2.513 -1.258 5.613
C39 1.436 -1.031 4.539
C40 2.577 0.650 2.710
C41 3.326 0.358 1.544
C42 0.807 -4.335 -3.503
C43 -4.251 5.245 0.615
C44 2.527 2.077 3.264
C45 -2.621 -2.115 -1.946
B1 -2.166 -2.477 1.649
H1 0.793 0.896 5.369
H2 0.058 -1.175 -3.255
H3 -2.246 7.544 1.926
H4 -0.887 3.743 -4.599
H5 -2.864 2.875 -1.120
H6 -2.183 -1.898 -2.908
H7 -6.274 4.010 -0.582
H8 2.142 0.939 -4.375
H9 4.161 -3.729 1.229
H10 -4.914 2.328 -4.263
H11 -2.872 -3.205 2.298
H12 3.408 -1.106 -1.445
H13 4.718 -3.694 -0.445
H14 6.516 -2.134 0.389
H15 5.795 -2.058 2.009
H16 3.017 -3.380 -0.068
H17 2.511 -2.678 2.516
H18 -2.853 6.456 3.160
H19 -0.030 -2.305 3.546
H20 -1.009 -2.845 1.626
H21 -4.005 7.371 2.170
H22 3.055 -0.342 5.844
H23 -5.269 3.669 -2.002
H24 -2.218 -5.588 -2.726
H25 4.686 -0.022 -0.894
H26 -4.705 -2.960 0.402
H27 2.022 -4.918 -5.185
H28 4.125 1.706 4.680
H29 -4.772 -2.571 -2.321
H30 2.568 -1.144 -3.853
H31 -3.999 -1.133 3.378
H32 0.173 -2.626 5.272
H33 3.333 4.028 2.826
H34 4.420 2.709 2.373
H35 -1.762 0.364 -2.118
H36 2.060 -1.632 6.536
H37 0.721 -0.251 -6.095
H38 6.070 -0.571 1.102
H39 -3.615 1.582 3.560
H40 -0.412 0.096 4.349
H41 -5.376 2.486 -0.698
H42 2.526 1.625 5.417
H43 -0.720 0.184 -5.205
H44 3.236 -1.995 5.260
H45 3.207 3.189 4.995
H46 0.762 2.764 2.222
H47 -3.278 3.933 -5.189
H48 2.998 3.082 1.379
H49 -1.774 -6.856 -4.806
H50 1.387 -3.188 4.133
H51 -0.072 -0.500 5.978
H52 1.022 1.976 -5.238
H53 0.397 2.074 3.802
H54 2.201 -2.346 -5.098
H55 -1.347 1.988 2.076
H56 1.122 3.680 3.682
H57 -0.210 -2.105 -4.723
H58 5.108 -1.572 -1.632
H59 -4.154 0.538 -2.716
H60 3.859 1.086 0.951
H61 0.345 -6.516 -6.033
H62 -5.202 5.691 0.863
H63 -0.542 -3.970 -1.885

=====

no.,HOMO-LUMO gap (Ha)
1,0.300
2,0.302
3,0.312
4,0.216